1.
{
  "formula": "C32H47O5OsSe",
  "method": "ωB97M-V/def2-TZVPD",
  "homo_energy_ev": [-10.836, -11.166],
  "gap_ev": [8.52, 5.43],
  "spin_multiplicity": 5,
  "total_charge": 1,
  "symbols": ["Os", "C", "C", "C", "C", "C", "C", "C", "Se", "C", "C", "C", "C", "C", "C", "O", "C", "C", "C", "C", "C", "C", "C", "C", "C", "O", "C", "C", "C", "C", "C", "C", "H", "H", "H", "H", "H", "H", "H", "H", "H", "H", "H", "H", "H", "H", "H", "H", "H", "H", "H", "H", "H", "H", "H", "H", "H", "H", "H", "H", "H", "H", "H", "H", "H", "H", "H", "H", "H", "H", "H", "H", "C", "C", "C", "O", "C", "O", "O", "H", "H", "H", "H", "H", "H", "H"],
  "xyz": [[-0.218026, -1.811076, -2.084663], [1.738551, 4.930318, 0.600606], [1.354926, 4.883719, -0.888728], [0.498784, 6.106240, -1.212770], [2.630366, 4.927631, -1.749489], [0.637596, 3.579803, -1.169915], [1.304305, 2.355252, -0.883620], [0.714895, 1.158344, -1.133379], [1.683203, -0.456762, -0.762119], [0.872376, -1.010609, 0.880605], [1.484428, -0.615250, 2.054264], [0.981556, -1.048512, 3.280407], [-0.123723, -1.885204, 3.244725], [-0.777566, -2.310078, 2.081661], [-0.252229, -1.854398, 0.868770], [-0.824735, -2.194975, -0.314566], [-1.992515, -3.234128, 2.271982], [-3.017634, -2.526148, 3.171971], [-1.512709, -4.520878, 2.959822], [-2.727318, -3.636511, 0.990563], [1.655262, -0.601154, 4.575873], [1.631574, 0.931227, 4.648663], [3.109235, -1.089388, 4.584168], [0.948304, -1.155658, 5.812438], [-0.611307, 1.105107, -1.703150], [-1.187285, 0.001083, -1.970123], [-1.323450, 2.348405, -1.966738], [-0.657428, 3.523370, -1.698430], [-2.732183, 2.326477, -2.539734], [-2.727068, 1.649962, -3.922899], [-3.682743, 1.589251, -1.579153], [-3.268953, 3.748156, -2.722200], [2.240895, 5.875201, 0.810170], [2.422239, 4.128577, 0.879428], [0.856041, 4.867853, 1.238570], [1.067593, 7.007351, -0.985369], [-0.414362, 6.136049, -0.616492], [0.229110, 6.148767, -2.268923], [3.165567, 5.856041, -1.547894], [2.390335, 4.897960, -2.812775], [3.305609, 4.101409, -1.526823], [2.298326, 2.381922, -0.458120], [2.356528, 0.023881, 2.008672], [-0.514299, -2.246079, 4.183879], [-2.615564, -2.276678, 4.152826], [-3.878077, -3.178320, 3.327006], [-3.371467, -1.604369, 2.707056], [-1.080270, -4.325108, 3.940867], [-0.759141, -5.028641, 2.354817], [-2.352580, -5.203401, 3.096696], [-3.098558, -2.775632, 0.438248], [-3.583559, -4.250169, 1.275643], [-2.102185, -4.227052, 0.322825], [2.170452, 1.385326, 3.815763], [2.106400, 1.269121, 5.570811], [0.607692, 1.308214, 4.634635], [3.676373, -0.685046, 3.744542], [3.156318, -2.178004, 4.530400], [3.605737, -0.772566, 5.502184], [-0.088955, -0.821713, 5.872223], [1.459521, -0.803702, 6.708687], [0.962608, -2.246544, 5.834576], [-1.156810, 4.455950, -1.904044], [-2.431244, 0.606200, -3.877438], [-2.058948, 2.173259, -4.608698], [-3.734485, 1.699968, -4.337729], [-3.417351, 0.544452, -1.450635], [-4.692926, 1.635905, -1.987263], [-3.697677, 2.072095, -0.600440], [-2.671344, 4.326544, -3.428559], [-3.325368, 4.293033, -1.778462], [-4.279479, 3.687639, -3.125071], [1.136868, -4.914896, -4.567051], [1.502833, -3.722295, -3.709981], [2.930054, -3.763109, -3.197636], [0.582916, -3.699807, -2.548939], [1.270021, -2.411238, -4.476008], [1.824164, -2.213513, -5.517578], [0.441439, -1.538374, -3.902146], [1.322907, -5.843117, -4.025749], [1.749254, -4.902867, -5.466920], [0.088498, -4.876858, -4.858591], [3.128400, -4.708886, -2.689385], [3.126225, -2.935749, -2.513830], [3.611375, -3.678369, -4.042160], [0.923868, -4.264230, -1.844659]],
  "forces_ev_per_a": [[-0.12, 0.05, 0.08], [0.01, 0.02, 0.02], [0.00, -0.03, -0.01], [0.00, 0.03, -0.01], [0.01, 0.02, 0.01], [0.04, -0.07, 0.04], [-0.03, 0.01, -0.02], [-0.03, 0.18, -0.02], [0.02, 0.01, -0.14], [0.02, -0.04, 0.18], [-0.12, -0.07, 0.07], [0.06, 0.04, -0.11], [-0.02, -0.02, -0.04], [0.05, 0.07, 0.12], [-0.22, 0.02, -0.25], [0.28, -0.08, 0.16], [0.01, 0.03, -0.03], [-0.02, 0.02, 0.01], [0.01, -0.02, 0.01], [0.00, -0.04, -0.01], [-0.03, -0.02, -0.01], [0.00, 0.03, 0.02], [0.02, -0.01, -0.01], [0.00, 0.00, 0.01], [-0.09, -0.10, 0.07], [0.14, 0.15, -0.11], [0.07, -0.02, 0.03], [-0.04, 0.03, 0.00], [0.02, 0.06, 0.01], [-0.03, 0.01, -0.01], [-0.01, 0.02, -0.01], [-0.05, 0.00, -0.03], [0.00, 0.00, 0.00], [0.00, -0.02, 0.00], [-0.02, 0.00, 0.00], [0.00, 0.01, 0.00], [-0.01, -0.01, 0.02], [0.00, -0.01, -0.02], [0.00, 0.01, 0.00], [-0.01, -0.01, -0.01], [0.01, -0.01, 0.00], [0.02, -0.02, 0.00], [0.02, 0.01, 0.00], [-0.02, 0.02, 0.02], [0.02, 0.01, 0.02], [-0.01, -0.01, 0.00], [0.00, 0.01, -0.01], [0.01, 0.00, 0.01], [0.00, 0.00, -0.01], [-0.02, 0.00, 0.00], [-0.02, 0.02, 0.01], [0.00, -0.01, -0.01], [0.02, -0.01, -0.01], [0.01, 0.00, -0.02], [0.00, 0.00, 0.02], [-0.02, -0.01, 0.00], [0.01, 0.01, -0.01], [-0.01, -0.01, 0.00], [0.01, 0.01, 0.02], [-0.01, 0.01, -0.01], [0.01, 0.01, 0.01], [0.01, -0.02, -0.01], [0.00, -0.03, 0.01], [0.01, -0.03, 0.02], [0.02, 0.00, 0.00], [-0.01, 0.00, -0.01], [0.03, -0.04, 0.00], [-0.01, -0.01, 0.00], [0.01, 0.01, 0.01], [0.00, 0.00, -0.01], [0.00, 0.00, 0.02], [0.00, 0.00, 0.00], [0.03, 0.00, -0.03], [0.01, 0.00, 0.04], [0.00, 0.01, -0.02], [-0.05, -0.20, -0.09], [-0.12, 0.17, -0.04], [0.03, -0.08, 0.02], [0.06, -0.06, 0.00], [0.00, 0.00, 0.01], [0.00, 0.00, 0.00], [-0.01, 0.01, 0.00], [0.00, -0.01, 0.01], [0.00, 0.02, 0.00], [0.00, -0.01, 0.00], [0.03, 0.02, 0.05]]
}

=====

2.
{
  "formula": "CH6N3",
  "method": "ωB97M-V/def2-TZVPD",
  "relative_energy_kj_mol": 722.3,
  "homo_energy_ev": [-15.060, -15.063],
  "gap_ev": [8.77, 8.77],
  "total_charge": 1,
  "symbols": ["C", "N", "N", "N", "H", "H", "H", "H", "H", "H"],
  "xyz": [[0.176536, -0.543596, -0.029716], [-0.689098, 0.336948, -0.215934], [2.382390, 0.305545, 0.104289], [-1.997080, 0.111293, -0.070469], [0.074307, -1.648204, 0.094236], [-0.624234, 1.339255, -0.295376], [2.832871, -0.515148, 0.690361], [2.676596, 0.540261, -0.863963], [-2.354514, -0.807158, 0.209215], [-2.477773, 0.880807, 0.377355]],
  "forces_ev_per_a": [[5.48, 0.20, -0.55], [-0.67, -0.60, 1.49], [-2.62, -1.47, 1.78], [-3.16, -0.45, -0.26], [-0.32, 1.21, 0.02], [1.60, 0.41, -0.35], [-0.98, 1.72, -2.42], [-0.08, -1.36, 0.53], [0.77, 0.41, -0.17], [-0.01, -0.07, -0.08]]
}

=====

3.
{
  "formula": "C10H8O2",
  "method": "ωB97M-V/def2-TZVPD",
  "relative_energy_kj_mol": 181.5,
  "smiles": "Cc1cc(=O)oc2ccccc12",
  "homo_energy_ev": -8.755,
  "gap_ev": 8.58,
  "symbols": ["C", "C", "C", "C", "O", "O", "C", "C", "C", "C", "C", "C", "H", "H", "H", "H", "H", "H", "H", "H"],
  "xyz": [[-1.009162, 0.099385, 2.394625], [-0.505774, 0.604548, 1.156006], [-0.574122, 1.991644, 1.019894], [-0.415019, 2.590433, -0.331384], [-0.565528, 3.713684, -0.539569], [0.160004, 1.719557, -1.304395], [0.435284, 0.370252, -1.104870], [1.210346, -0.238185, -2.123393], [1.202951, -1.612146, -2.109576], [0.711305, -2.335359, -1.024034], [0.112739, -1.745831, 0.037286], [-0.035420, -0.291177, 0.069465], [-1.676849, -0.762915, 2.390159], [-0.245777, -0.253705, 3.193113], [-1.520895, 0.813598, 2.970936], [-0.919868, 2.720541, 1.655731], [1.619267, 0.399532, -2.904447], [1.510437, -2.046813, -3.028364], [1.008821, -3.465933, -1.269377], [-0.502741, -2.271110, 0.852193]],
  "forces_ev_per_a": [[0.92, -2.77, 3.86], [-0.21, 2.13, -1.48], [0.70, -3.74, -3.92], [2.24, -4.80, 2.15], [-0.83, 3.76, -1.76], [0.02, 0.00, 0.25], [-0.03, 1.13, 0.97], [-1.70, 0.56, 0.96], [0.28, 1.72, -0.02], [1.45, -3.46, -2.14], [-2.21, 1.63, 2.52], [0.94, 0.02, -1.69], [-0.04, -0.08, -0.72], [-0.47, 0.41, -1.60], [-0.81, 1.28, 0.38], [-0.76, 0.92, 2.07], [-0.22, -0.33, 0.02], [0.67, -0.96, -0.24], [-1.57, 2.18, 1.60], [1.62, 0.37, -1.20]]
}

=====

4.
{
  "formula": "BrH2NO",
  "method": "ωB97M-V/def2-TZVPD",
  "relative_energy_kj_mol": 36.3,
  "smiles": "NOBr",
  "homo_energy_ev": -9.539,
  "gap_ev": 8.68,
  "symbols": ["N", "O", "Br", "H", "H"],
  "xyz": [[-0.075669, -0.595344, 0.075939], [-0.067590, 0.567501, -0.499876], [0.621293, 2.215373, 0.308232], [-0.930096, -0.920716, 0.437024], [0.452062, -1.266813, -0.321318]],
  "forces_ev_per_a": [[-0.60, 1.75, 2.51], [-0.79, 0.90, -1.79], [0.18, -0.60, 0.49], [-1.35, 0.16, 0.51], [2.57, -2.21, -1.71]]
}

=====

5.
{
  "formula": "C20H30BBrN",
  "method": "ωB97M-V/def2-TZVPD",
  "relative_energy_kj_mol": 0.0,
  "homo_energy_ev": -11.142,
  "gap_ev": 7.35,
  "total_charge": 1,
  "symbols": ["C", "C", "C", "C", "C", "C", "C", "C", "C", "C", "C", "C", "C", "C", "H", "H", "H", "H", "H", "H", "H", "H", "H", "H", "H", "H", "H", "C", "C", "N", "C", "C", "C", "C", "B", "Br", "H", "H", "H", "H", "H", "H", "H", "H", "H", "H", "H", "H", "H", "H", "H", "H", "H"],
  "xyz": [[-4.458369, -0.743072, -3.186515], [-3.077272, -0.301069, -2.835639], [-2.824391, 1.030550, -2.459696], [-1.544747, 1.428318, -2.081581], [-0.514352, 0.485300, -1.959779], [0.796519, 0.915360, -1.367235], [2.055162, 0.366648, -2.004133], [3.270909, 0.586408, -1.375341], [4.444512, 0.013705, -1.800916], [4.454108, -0.747614, -2.993742], [3.276212, -0.835666, -3.733498], [2.084987, -0.243785, -3.275886], [-0.716939, -0.793264, -2.459745], [-1.987421, -1.192000, -2.887518], [-4.450209, -1.761512, -3.572842], [-5.090055, -0.722947, -2.299543], [-4.929879, -0.098173, -3.930018], [-3.636481, 1.736115, -2.454573], [-1.353287, 2.462691, -1.817347], [0.861247, 2.024496, -1.259908], [3.270961, 1.214180, -0.465020], [5.357568, 0.135457, -1.218275], [5.377544, -1.207777, -3.339610], [3.285505, -1.378994, -4.685859], [1.214809, -0.304266, -3.909264], [0.092369, -1.510545, -2.528934], [-2.158155, -2.202785, -3.262638], [-0.453851, -2.328297, 2.810776], [0.417426, -1.287236, 2.145871], [0.165225, 0.173385, 2.595718], [-1.314156, 0.514007, 2.442120], [-1.693527, 0.579237, 0.997765], [0.482446, 0.201611, 4.095529], [0.325969, 1.565828, 4.731714], [1.127646, 1.163017, 2.106934], [2.999859, 0.800505, 2.115779], [0.862321, 0.603807, -0.272463], [-0.159135, -3.303824, 2.404855], [-0.333255, -2.385605, 3.885097], [-1.522804, -2.209706, 2.574122], [1.491555, -1.484788, 2.396894], [0.325159, -1.323337, 1.066051], [-1.892171, -0.233806, 3.000163], [-1.441097, 1.492768, 2.927195], [-2.760331, 0.779037, 0.894442], [-1.188389, 1.391587, 0.486250], [-1.503331, -0.343795, 0.453474], [-0.179428, -0.524114, 4.576561], [1.512616, -0.145094, 4.208017], [0.508008, 1.455396, 5.812595], [1.054513, 2.307699, 4.363332], [-0.685662, 1.980038, 4.633072], [0.753521, 2.205932, 1.713209]],
  "forces_ev_per_a": [[-0.21, -0.15, -0.11], [0.92, 0.21, 0.04], [0.50, -0.66, -0.07], [-0.31, -0.60, 0.25], [0.14, 0.78, -0.58], [0.54, 0.33, 1.00], [-0.05, 0.26, -1.58], [-0.19, 0.32, 1.30], [0.54, -0.67, -0.98], [-0.27, 0.56, 0.66], [0.04, 0.12, -0.04], [0.84, -0.29, 0.65], [-0.78, -0.54, 0.13], [-0.40, 0.54, 0.12], [-0.07, 0.01, -0.01], [-0.11, -0.04, 0.05], [0.09, 0.01, 0.01], [-0.16, 0.24, -0.10], [-0.03, -0.02, 0.05], [-0.14, -0.60, -0.42], [0.07, -0.48, -0.68], [-0.18, 0.06, -0.23], [-0.25, 0.05, 0.06], [-0.07, 0.32, 0.37], [-0.11, 0.01, 0.10], [-0.07, 0.06, 0.26], [0.14, 0.25, 0.13], [-0.60, -0.21, -0.44], [1.37, 0.05, 0.34], [-1.09, -2.05, 1.46], [0.27, 0.55, 0.15], [-0.47, 0.04, -0.33], [-0.01, -0.18, 0.66], [0.00, 0.53, 0.47], [1.19, 0.86, -1.25], [-0.53, 0.11, 0.22], [-0.25, -0.01, -0.85], [0.01, 0.23, 0.06], [0.05, -0.02, 0.13], [0.39, -0.07, 0.08], [-0.95, 0.22, -0.29], [-0.05, 0.14, -0.12], [0.34, 0.26, -0.09], [-0.08, -0.43, -0.29], [-0.01, 0.00, 0.12], [0.12, 0.03, 0.00], [0.03, -0.04, -0.02], [0.07, 0.24, -0.20], [-0.22, -0.06, -0.05], [0.01, 0.01, -0.39], [-0.26, -0.26, 0.08], [0.36, -0.11, 0.06], [-0.07, 0.11, 0.12]]
}

=====

6.
{
  "formula": "C2H4NO2",
  "method": "ωB97M-V/def2-TZVPD",
  "relative_energy_kj_mol": 1147.4,
  "homo_energy_ev": [-16.878, -16.776],
  "gap_ev": [8.24, 8.07],
  "total_charge": 1,
  "symbols": ["C", "C", "N", "O", "O", "H", "H", "H", "H"],
  "xyz": [[0.410377, 0.602978, -0.325952], [0.855896, -0.621911, 0.317707], [-1.549656, -0.801205, 0.168973], [-2.573262, 0.669840, 0.049228], [-0.409163, -0.530381, -0.357878], [0.043006, 1.308981, 0.312163], [0.631025, 0.947973, -1.332805], [1.679399, -0.974943, -0.222836], [0.912377, -0.601334, 1.391403]],
  "forces_ev_per_a": [[0.96, 2.33, -1.18], [2.68, 1.63, 0.68], [-7.09, 5.20, 0.99], [4.70, -6.09, 0.38], [-0.31, -2.23, -1.97], [-1.17, 2.05, 1.44], [0.50, -0.31, 0.16], [0.48, -2.10, -0.78], [-0.74, -0.47, 0.29]]
}

=====

Calculated energy (eV), listed in the same order as above: -111991.77750; -5591.45861; -14593.15829; -73608.93961; -93430.28467; -7704.06399
Calculated maximum force (eV Å⁻¹), listed in the same order as above: 0.3; 5.5; 5.7; 3.8; 2.7; 8.8